Entry 1:
DFT (ωB97M-V/def2-TZVPD) results for 2 unconnected molecules or ions with the total composition C7H11O4 at a distorted geometry.

Calculated values
LUMO = -0.17588 hartree
ΔE to the lowest compared entry with this formula, charge and spin = 229.0 kJ/mol
Highest occupied orbital energy = -14.68 eV
Frontier orbital gap = 9.898 eV
Maximum force = 4.62 eV/Å
Total charge = +1
2S+1 = 1

Last column: Löwdin charge in e.
Positions of all 22 atoms, in Å:
C1 0.76988 1.35354 0.93426  -0.244
C2 -0.08353 -1.55691 -0.71062  -0.431
C3 -0.43043 -0.22760 -0.05761  -0.114
C4 -0.32778 0.91837 -0.97110  -0.265
C5 1.29607 2.02093 2.20024  0.095
C6 -1.60376 1.73654 -1.21732  -0.012
C7 1.27279 -3.46709 -0.40953  0.010
O1 -0.37477 -1.73974 -1.86629  0.158
O2 0.55072 1.84192 -0.25396  0.142
O3 0.30852 0.15434 1.11018  0.144
O4 0.57809 -2.34067 0.22934  -0.022
H1 -2.08866 -0.42779 0.43302  0.333
H2 0.29560 0.67666 -1.96658  0.226
H3 0.54902 2.51968 2.82205  0.120
H4 1.72537 2.97922 1.90893  0.105
H5 1.93054 1.23840 2.73129  0.146
H6 -1.46912 2.66908 -1.81916  0.109
H7 -2.13549 1.96701 -0.21248  0.126
H8 -2.29226 1.15871 -1.83387  0.095
H9 2.21050 -3.03382 -0.59404  0.081
H10 0.89065 -3.81662 -1.31440  0.074
H11 1.40590 -4.29262 0.33029  0.122



Entry 2:
DFT (ωB97M-V/def2-TZVPD) results for 2 unconnected molecules or ions with the total composition C7H11P at a distorted geometry.

Calculated values
LUMO (alpha / beta) = 0.00167 / -0.05738 hartree
ΔE to the lowest compared entry with this formula, charge and spin = 258.3 kJ/mol
Highest occupied orbital energy (alpha / beta) = -8.24 / -8.20 eV
Frontier orbital gap (alpha / beta) = 8.290 / 6.637 eV
Maximum force = 3.08 eV/Å
2S+1 = 1

Last column: Löwdin charge in e.
Positions of all 19 atoms, in Å:
C1 0.42817 -1.60911 -0.44813  -0.181
C2 0.64348 -0.73460 -1.53427  -0.159
C3 0.46958 -1.05103 0.77579  -0.553
C4 0.92992 0.50945 -1.10365  -0.533
C5 0.19577 -1.74456 2.10829  -0.132
C6 1.10688 1.77138 -2.02880  -0.120
C7 -2.19605 1.43026 1.04572  0.064
P1 1.09439 0.65773 0.69096  1.052
H1 0.06989 -2.59405 -0.71059  0.104
H2 0.40778 -1.06283 -2.54697  0.114
H3 -0.25615 -2.78591 1.77286  0.106
H4 -0.49550 -1.05017 2.66000  0.058
H5 0.98003 -2.08487 2.77405  0.050
H6 0.30656 1.79942 -2.73838  0.045
H7 2.14769 1.75797 -2.59350  0.110
H8 0.95400 2.62489 -1.41063  0.024
H9 -2.00881 0.89023 2.04260  0.007
H10 -2.34245 0.80528 0.19298  -0.028
H11 -2.43518 2.47051 1.05169  -0.030



Entry 3:
DFT (ωB97M-V/def2-TZVPD) results for a gas-phase ion, C7H12 (charge -1) at a distorted geometry.

Calculated values
LUMO (alpha / beta) = 0.15564 / 0.15425 hartree
ΔE to the lowest compared entry with this formula, charge and spin = 146.2 kJ/mol
Highest occupied orbital energy (alpha / beta) = -0.56 / -1.24 eV
<S²> = 0.757
Frontier orbital gap (alpha / beta) = 4.799 / 5.441 eV
Maximum force = 1.57 eV/Å
Total charge = -1
2S+1 = 2

Last column: Löwdin charge in e.
Positions of all 19 atoms, in Å:
C1 -1.84544 -0.91595 -1.59855  -0.155
C2 -1.29103 0.12917 -0.63196  -0.288
C3 -0.17913 -0.38445 0.25274  -0.394
C4 -0.20334 -1.68682 0.86503  -0.117
C5 2.27074 0.19491 0.15903  -0.038
C6 0.96871 0.51113 0.41519  -0.391
C7 0.65048 1.96263 0.76161  -0.102
H1 -2.62591 -1.54263 -1.15995  0.051
H2 -1.05986 -1.65887 -1.77836  0.058
H3 -2.21128 -0.48617 -2.53348  0.046
H4 -0.90951 0.97216 -1.22774  0.085
H5 -2.14950 0.59571 -0.09957  0.084
H6 0.64716 -2.33749 0.64485  -0.027
H7 -0.76283 -1.99124 1.75045  -0.033
H8 2.98582 1.00370 0.08869  0.016
H9 2.47092 -0.86869 0.16950  0.024
H10 0.55182 2.60495 -0.11387  0.058
H11 -0.28992 1.97145 1.31654  0.065
H12 1.39836 2.38990 1.43477  0.057



Entry 4:
DFT (ωB97M-V/def2-TZVPD) results for C7H12 in the gas phase at a distorted geometry.

Calculated values
LUMO = 0.03945 hartree
SMILES = C=C(C)/C(C)=C/C
ΔE to the lowest compared entry with this formula, charge and spin = 123.1 kJ/mol
Highest occupied orbital energy = -8.15 eV
Frontier orbital gap = 9.221 eV
Maximum force = 1.63 eV/Å
2S+1 = 1

Last column: Löwdin charge in e.
Positions of all 19 atoms, in Å:
C1 1.60052 -1.69990 0.85721  -0.058
C2 0.93376 -0.33657 0.79056  -0.311
C3 1.55376 0.66170 1.42531  0.034
C4 -0.95173 1.08735 0.08417  -0.132
C5 -0.17183 0.01552 -0.11102  -0.258
C6 -0.54918 -0.96275 -1.23507  -0.036
C7 -1.91144 1.61643 -0.91130  -0.109
H1 1.04708 -2.48066 0.34315  0.056
H2 2.59039 -1.63069 0.41491  0.081
H3 1.79292 -1.96633 1.89795  0.080
H4 1.27081 1.68859 1.28598  0.052
H5 2.25501 0.47416 2.23338  0.066
H6 -0.85734 1.57885 1.04653  0.102
H7 -0.25539 -0.50749 -2.17899  0.081
H8 -0.05114 -1.91024 -1.10285  0.050
H9 -1.62794 -1.03403 -1.28068  0.075
H10 -2.95064 1.29664 -0.75201  0.081
H11 -2.03039 2.70774 -0.85212  0.075
H12 -1.68721 1.40168 -1.95511  0.070



Entry 5:
DFT (ωB97M-V/def2-TZVPD) results for C7H12 in the gas phase at a distorted geometry.

Calculated values
LUMO = 0.03284 hartree
SMILES = C=CC(=C)CCC
ΔE to the lowest compared entry with this formula, charge and spin = 126.1 kJ/mol
Highest occupied orbital energy = -8.78 eV
Frontier orbital gap = 9.671 eV
Maximum force = 1.77 eV/Å
2S+1 = 1

Last column: Löwdin charge in e.
Positions of all 19 atoms, in Å:
C1 1.35240 0.03082 -2.18869  -0.090
C2 -0.06168 0.59998 -1.86446  -0.262
C3 -0.20761 1.17396 -0.46785  -0.193
C4 -0.02977 0.17250 0.67695  -0.319
C5 0.95237 0.45279 1.55574  0.058
C6 -1.21162 -1.56910 1.97428  0.014
C7 -1.04473 -0.87614 0.87112  -0.145
H1 1.91958 0.81517 -2.69322  0.065
H2 1.37038 -0.81617 -2.86870  0.064
H3 1.77154 -0.22260 -1.21572  0.060
H4 -0.34677 1.32145 -2.63338  0.099
H5 -0.77189 -0.21647 -2.05181  0.095
H6 -1.24792 1.51098 -0.38070  0.118
H7 0.44934 2.02856 -0.33267  0.108
H8 1.59992 1.26871 1.27282  0.059
H9 1.08648 -0.04871 2.50326  0.056
H10 -0.56588 -1.42882 2.83762  0.056
H11 -1.93108 -2.35804 2.14677  0.056
H12 -1.75559 -0.95342 0.04969  0.102



Entry 6:
DFT (ωB97M-V/def2-TZVPD) results for C7H12 in the gas phase at a distorted geometry.

Calculated values
LUMO = 0.04144 hartree
SMILES = C=CCC(=C)CC
ΔE to the lowest compared entry with this formula, charge and spin = 227.8 kJ/mol
Highest occupied orbital energy = -8.86 eV
Frontier orbital gap = 9.989 eV
Maximum force = 3.03 eV/Å
2S+1 = 1

Last column: Löwdin charge in e.
Positions of all 19 atoms, in Å:
C1 1.80625 1.83403 -0.53632  -0.119
C2 0.95404 1.48843 0.67961  -0.200
C3 -0.14909 0.48625 0.12538  -0.314
C4 -0.98999 1.04760 -0.75700  0.016
C5 0.02349 -0.98427 0.16020  -0.177
C6 -1.28889 -1.83139 -0.08109  -0.146
C7 -1.55745 -2.81338 0.79131  -0.010
H1 1.96090 0.91474 -1.14912  0.080
H2 2.83543 2.11357 -0.27547  0.067
H3 1.30027 2.55689 -1.19918  0.080
H4 1.40443 0.87413 1.47585  0.099
H5 0.53397 2.37854 1.14111  0.100
H6 -1.37821 0.52721 -1.62214  0.057
H7 -1.38163 2.05964 -0.74556  0.065
H8 0.80925 -1.31862 -0.56149  0.129
H9 0.30271 -1.32423 1.14228  0.089
H10 -1.90558 -1.67797 -0.95404  0.083
H11 -2.54021 -3.21853 0.92412  0.045
H12 -0.73969 -3.11266 1.44155  0.055